No. 1
Density functional theory data (ωB97M-V/def2-TZVPD) for the molecule C4H5NO2 at a distorted geometry.

```
! RIJCOSX wB97M-V def2-TZVPD def2/J DEFGRID3
* xyz 0 1
C 0.238 -0.021 -1.338
C 0.038 0.701 2.238
H 0.936 0.082 2.349
H -0.563 -0.440 -3.355
H 0.147 1.637 2.778
O -0.185 1.088 0.879
O -0.682 -2.030 -2.124
H 0.986 0.695 -1.713
H -0.832 0.144 2.587
C -0.059 0.091 0.041
N 0.394 -1.069 0.007
C -0.418 -0.878 -2.350
*
```

Computed properties:
- energy relative to the best compared isomer or geometry (same formula, charge and spin) (kcal/mol) = 87.27
- electronic energy (eV) = -9810.530
- gap between HOMO and LUMO (Eh) = 0.38265
- highest occupied orbital energy (eV) = -9.7914

---

No. 2
Density functional theory data (ωB97M-V/def2-TZVPD) for the molecule C4H5NO2.

```
! RIJCOSX wB97M-V def2-TZVPD def2/J DEFGRID3
* xyz 0 1
H 0.963 -1.677 0.723
H 2.625 -0.255 -1.062
H -2.275 1.740 0.323
O -2.296 -1.324 -0.148
H -0.268 0.448 1.500
C 1.745 -0.383 -0.449
N -1.707 1.017 -0.079
O 1.806 -1.521 0.277
C -0.455 0.391 0.424
H 0.803 1.368 -1.089
C 0.755 0.509 -0.439
C -1.696 -0.312 0.021
*
```

Computed properties:
- energy relative to the best compared isomer or geometry (same formula, charge and spin) (kcal/mol) = 57.45
- electronic energy (eV) = -9811.823
- gap between HOMO and LUMO (Eh) = 0.35261
- highest occupied orbital energy (eV) = -8.8867

---

No. 3
Density functional theory data (ωB97M-V/def2-TZVPD) for the molecule C4H5NO2 at a distorted geometry.

```
! RIJCOSX wB97M-V def2-TZVPD def2/J DEFGRID3
* xyz 0 1
C -0.076 0.936 0.819
O -0.015 -2.158 -0.143
H 0.527 1.610 -1.825
H -1.551 -1.436 0.957
H 1.252 0.024 -1.445
H -0.483 1.854 1.236
O 1.021 -0.464 2.514
N -0.455 0.516 -0.343
C -0.542 -1.290 0.521
C 0.314 0.575 -1.555
H -0.270 0.095 -2.341
C 0.279 -0.261 1.605
*
```

Computed properties:
- energy relative to the best compared isomer or geometry (same formula, charge and spin) (kcal/mol) = 116.07
- electronic energy (eV) = -9809.281
- gap between HOMO and LUMO (spin up / spin down) (Eh) = 0.24832 / 0.24827
- highest occupied orbital energy (spin up / spin down) (eV) = -8.6106 / -8.6100